The following is a DFT calculation (ωB97M-V/def2-TZVPD) of an isolated molecule of C33H35BO4S.

Cartesian coordinates (Å):
C 1.6141 -4.9078 0.2502
C 0.6015 -1.3640 0.8994
H -2.8216 -0.5187 -0.6594
H 6.7330 -0.9801 2.4988
C 1.0488 -2.5294 0.2212
H -6.3515 4.6643 3.8280
C -1.2617 0.0853 2.3147
H 0.3853 -1.7877 2.8939
H 4.5054 -3.3373 5.4040
H 5.5498 0.3465 2.6421
H 5.9143 -0.3546 1.0520
H -7.5911 3.7998 2.8540
C 0.9924 -3.8371 -1.8323
H 4.7695 -4.0853 3.8126
C -0.2968 2.6288 2.7821
H 0.1925 3.6698 4.6313
H 4.2911 2.5758 2.1517
C -2.2521 3.1057 1.2879
H 4.2900 -3.6545 1.5648
C 2.1971 2.3132 2.2880
H -4.5032 0.0395 3.2936
C 5.7836 -0.5858 2.1162
C -2.4354 3.4630 3.6865
O 3.4737 -1.0757 1.7278
H -4.8365 -0.3002 0.8534
C -2.3657 0.1270 3.1684
C 0.9152 -1.0385 2.2664
C 1.9386 2.8958 3.5072
H 0.5632 -1.7296 -1.7308
C 4.9220 -3.1754 4.4027
C 0.1775 0.3219 2.6480
O -5.7352 3.6368 2.0936
C -6.5813 3.7506 3.2592
C -1.6568 3.0640 2.5733
H 1.6165 -3.6488 2.0033
C 4.6953 -1.6219 2.2844
O -0.3912 -0.7211 0.2388
B 2.4623 -1.5340 2.5346
S 0.7002 1.7980 1.5225
H -2.2065 0.3070 4.2355
H 1.4747 -5.9422 -1.6400
C -3.8289 -0.2269 1.2627
C 4.4400 -0.7821 4.7338
C -3.5812 3.4183 1.1362
O 2.8497 -2.2278 3.6553
C 1.3713 -4.9877 -1.1226
C 5.0538 -2.8693 1.4769
C 1.4745 -3.6918 0.9201
H -1.9798 3.4963 4.6771
C 4.2696 -1.9631 3.7763
C 0.8432 -2.6234 -1.1761
C -3.6397 -0.0222 2.6290
C 3.4636 2.1771 1.5534
H 0.3682 0.5786 3.6861
H 3.6625 1.1227 1.3201
H 5.9993 -3.0000 4.5130
C -3.7827 3.7445 3.5535
C -2.7353 -0.3359 0.4119
C 0.5561 3.1098 3.7712
H -1.6414 2.9045 0.4061
H 5.1469 -2.6012 0.4159
H -4.3805 3.9845 4.4350
H -4.0612 3.4284 0.1580
C -1.4737 -0.2523 0.9846
H -6.4704 2.8673 3.9074
H 6.0215 -3.2686 1.8084
C -4.3878 3.6428 2.2814
H 5.5030 -0.5986 4.9358
H 1.9131 -5.7923 0.8154
H 3.9564 -1.0258 5.6888
H 3.9835 0.1414 4.3484
H 2.7406 3.2375 4.1604
H 0.8076 -3.8900 -2.9047
H 3.4268 2.7289 0.6001

Results
LUMO level in eV: -0.85
HOMO level in eV: -4.4
Net charge: 0
ΔE to the lowest compared entry with this formula, charge and spin in kcal per mole: 52.6